Record 1
30
Properties=species:S:1:pos:R:3:mulliken_charge:R:1 method="wB97M-V/def2-TZVPD" total_charge=0 e_tot_ha=-887.3131 relative_energy_kcal_mol=146.6 gap_ev=8.731
Cs -18.1705 14.3537 -15.6837 0.9585
B -19.8380 16.4898 -14.9845 0.2858
F -20.1169 15.1790 -15.1275 -0.4316
F -18.7286 16.9820 -15.4797 -0.1550
F -20.8605 17.1601 -15.6605 -0.4193
F -19.9042 16.7106 -13.6126 -0.3780
C -17.8829 14.4946 -12.5324 -0.7049
O -17.1972 14.6369 -13.8390 -0.5691
C -16.8511 15.9875 -13.9969 -0.9563
C -15.8849 16.1549 -15.2274 -0.7304
N -15.4809 17.5164 -15.3692 -0.1378
C -14.5459 17.6712 -16.5051 -0.5765
C -13.7659 19.0725 -16.4130 -0.7069
O -12.8528 18.9133 -15.3982 -0.3030
C -12.0756 20.0508 -15.1029 -0.7470
H -18.8733 14.9087 -12.7217 0.3083
H -17.4632 14.9728 -11.6474 0.3129
H -18.1007 13.4451 -12.3343 0.2989
H -16.2282 16.4049 -13.2058 0.4177
H -17.7474 16.5885 -14.1504 0.7623
H -16.2546 15.7956 -16.1878 0.4827
H -15.0267 15.5321 -14.9750 0.4300
H -15.2526 17.9455 -14.4839 0.2419
H -15.0015 17.6798 -17.4953 0.2772
H -13.8807 16.8207 -16.3555 0.3205
H -14.4864 19.8613 -16.1967 0.3680
H -13.2211 19.3092 -17.3269 0.4977
H -11.1882 19.9302 -14.4816 0.2537
H -12.7845 20.8096 -14.7717 0.3051
H -11.6062 20.3756 -16.0316 0.2947

Record 2
11
Properties=species:S:1:pos:R:3:mulliken_charge:R:1 method="wB97M-V/def2-TZVPD" total_charge=+1 e_tot_ha=-359.6075 relative_energy_kcal_mol=15.6 gap_ev=7.007
C 3.7355 0.6605 0.1031 -0.1643
C -1.0632 -0.9573 0.4809 -0.4452
C -1.7065 -0.1321 -0.3315 -0.0861
C -2.9773 0.2848 -0.1288 0.6978
N 2.6275 0.7142 -0.1449 0.4617
O -4.0232 0.7334 0.0083 -0.0691
O 1.4909 0.9737 -0.4082 -0.5887
H 4.5922 0.0243 -0.0383 0.3033
H -0.0244 -1.3420 0.2296 0.2469
H -1.4662 -1.3940 1.3800 0.2985
H -1.1853 0.4345 -1.1503 0.3452

Record 3
20
Properties=species:S:1:pos:R:3:mulliken_charge:R:1 method="wB97M-V/def2-TZVPD" total_charge=0 e_tot_ha=-386.1603 relative_energy_kcal_mol=100.3 gap_ev=9.093 smiles="C=C(C)CO.CC=O"
C -1.1153 0.3599 -1.4901 -0.9807
C -0.6112 0.6545 -0.2798 0.6423
C -0.8198 1.9658 0.4147 -1.3207
C -0.7683 -0.6791 0.9409 -0.7212
O -1.1382 -1.8361 0.2753 -0.5255
H -0.8575 -0.5406 -2.0265 0.3577
H -1.5403 1.1450 -2.0982 0.2496
H -0.0181 2.1234 1.1375 0.3250
H -0.8219 2.7940 -0.2924 0.3831
H -1.7666 1.9742 0.9544 0.3321
H -0.0168 -0.9355 1.6853 0.3299
H -1.5817 -0.2530 1.5411 0.3819
H -1.7747 -1.5802 -0.4166 0.4024
C 1.9780 -1.3606 -0.2040 -1.0672
C 1.6314 0.0250 0.2345 0.4618
O 1.9841 0.6447 1.2035 -0.5337
H 2.7784 -1.3391 -0.9431 0.3806
H 1.1106 -1.8313 -0.6647 0.3153
H 2.2891 -1.9436 0.6616 0.2946
H 1.0589 0.6126 -0.6335 0.2926